ORCA calculation (ωB97M-V/def2-TZVPD) on a structure of composition C40H47N6O2PS4Tl in a non-equilibrium geometry.

Properties
relative energy (zero: lowest compared OMol25 entry of this formula, charge and spin): 0.00 kJ/mol
orbital gap: 0.122 Eh
charge: +3

Each line ends with the Mulliken charge.
CARTESIAN COORDINATES (ANGSTROEM)
Tl -0.64921 0.64722 0.55374  1.588
N -3.16502 3.89911 1.03872  0.084
C -3.13162 3.46511 -0.26050  0.410
C -4.05862 4.06581 -1.13924  -0.687
C -4.08195 3.70290 -2.46322  -0.719
C -3.17919 2.73175 -2.90034  -1.450
C -2.29810 2.21481 -1.97810  -0.205
N -2.25989 2.54876 -0.68470  0.437
C -2.51434 3.54421 2.20097  0.337
C -2.76150 4.34409 3.33108  -0.672
C -2.14865 4.02778 4.52173  -0.684
C -1.31553 2.91181 4.57210  -1.137
C -1.13702 2.18561 3.41466  -0.501
N -1.71251 2.48552 2.24837  0.263
H -3.80179 4.67616 1.17215  0.133
H -4.74477 4.80829 -0.76146  0.482
H -4.77068 4.16690 -3.15215  0.457
H -3.17265 2.39824 -3.92546  0.543
H -1.57385 1.46656 -2.27309  0.460
H -3.42251 5.19443 3.25807  0.483
H -2.31137 4.63304 5.39867  0.456
H -0.82905 2.61857 5.48794  0.514
H -0.49772 1.31113 3.39951  0.617
C -4.16388 -1.43206 4.30467  -0.753
C -4.61947 -1.00731 2.91541  -1.088
S -3.43342 -1.14552 1.53936  0.214
C -3.06580 -2.93451 1.40585  -0.613
C -2.13665 -3.45770 2.48628  -1.112
S -0.80250 -2.24512 2.84026  0.103
C -0.49795 -2.54308 4.61810  -0.937
C -1.68919 -2.18045 5.48839  -0.910
S -2.55859 -0.71022 4.80993  0.055
H -4.09634 -2.51412 4.38739  0.302
H -4.90791 -1.08497 5.02477  0.545
H -4.87169 0.05289 2.91204  0.382
H -5.50944 -1.57895 2.64786  0.455
H -2.58294 -3.01547 0.43247  -0.110
H -4.00320 -3.49015 1.39141  0.674
H -1.67374 -4.39386 2.17110  0.606
H -2.67007 -3.63566 3.41374  0.276
H 0.34646 -1.89156 4.84111  0.406
H -0.20208 -3.58221 4.75972  0.470
H -1.34943 -1.92298 6.49086  0.512
H -2.41075 -2.98933 5.58159  0.383
O 1.01340 1.84795 -1.52467  -0.094
N 2.20617 1.38247 -2.03461  0.589
C 3.17933 2.22449 -2.45155  -0.137
C 4.33499 1.57190 -2.89743  0.095
C 5.47327 2.11989 -3.50815  -1.008
C 6.47604 1.26956 -3.93557  -0.616
C 6.38369 -0.11293 -3.76782  -0.767
C 5.26925 -0.67610 -3.15012  -0.337
C 4.26244 0.16021 -2.71672  0.282
P 2.66578 -0.28343 -2.03726  0.319
C 2.81305 -1.15291 -0.46763  0.935
C 4.03129 -1.09646 0.21354  -0.459
C 4.23073 -1.92817 1.30002  -0.991
C 3.23843 -2.82004 1.68513  -0.837
C 2.02454 -2.85611 1.01159  -1.103
C 1.79565 -2.01384 -0.06130  -0.276
C 1.74163 -1.15483 -3.31446  1.215
C 1.15762 -0.43407 -4.35255  -0.615
C 0.69075 -1.09713 -5.47171  -0.984
C 0.83355 -2.47359 -5.57081  -0.358
C 1.39548 -3.19387 -4.52490  -1.112
C 1.85479 -2.54120 -3.39286  -0.259
H 0.43796 2.17891 -2.24057  0.336
H 3.01308 3.28895 -2.47403  0.653
H 5.53988 3.18587 -3.66349  0.525
H 7.34437 1.68226 -4.42501  0.467
H 7.17294 -0.75214 -4.13742  0.507
H 5.18447 -1.74490 -3.01780  0.555
H 4.81381 -0.42338 -0.11026  0.587
H 5.16944 -1.89900 1.83477  0.497
H 3.41536 -3.49049 2.51123  0.481
H 1.26846 -3.56564 1.30625  0.653
H 0.85821 -2.03196 -0.59831  0.731
H 1.08231 0.63997 -4.29387  0.395
H 0.24024 -0.53559 -6.27563  0.497
H 0.50450 -2.98512 -6.46168  0.477
H 1.48588 -4.26656 -4.60490  0.462
H 2.29719 -3.10482 -2.58458  0.490
C -3.55440 -0.98003 -2.21184  -0.884
S -1.86772 -1.03674 -2.92854  0.615
C -1.86968 -2.83440 -3.26233  -0.902
O -0.90197 -0.87359 -1.79426  -0.740
H -4.25669 -1.01649 -3.03760  0.509
H -3.67880 -0.04861 -1.67006  0.219
H -3.71333 -1.81815 -1.54444  0.291
H -2.55706 -3.02397 -4.07794  0.483
H -2.16923 -3.38063 -2.37520  0.289
H -0.86395 -3.12320 -3.54751  0.164
N 3.13970 2.98063 2.47577  -0.040
C 3.31642 1.79479 3.12199  -1.011
C 2.52499 0.89717 2.46755  -0.375
N 1.87475 1.51484 1.43871  0.646
C 2.26181 2.76695 1.47901  -0.943
H 3.57972 3.85525 2.71675  0.222
H 3.96776 1.68239 3.96498  0.474
H 2.37909 -0.14517 2.66603  0.542
H 1.92472 3.52536 0.80233  0.581

=====

ORCA calculation (ωB97M-V/def2-TZVPD) on a structure of composition C40H48ClCrN4O5.

Properties
orbital gap (alpha / beta): 0.267 / 0.264 Eh
spin multiplicity: 5
charge: +1

Each line ends with the Löwdin spin population.
CARTESIAN COORDINATES (ANGSTROEM)
Cr -0.32237 0.84925 -1.86053  3.731
O -4.04480 1.42645 -0.58825  0.013
C -2.95384 1.43821 -1.10706  0.010
O -2.00335 0.56901 -0.93814  0.026
C -2.60656 2.54444 -2.10346  0.016
C -3.53760 3.56608 -2.34585  -0.002
C -3.21521 4.54334 -3.23826  0.012
C -1.97474 4.49231 -3.91378  -0.001
C -1.59852 5.46380 -4.87211  0.002
C -0.40603 5.36714 -5.52607  -0.002
C 0.46036 4.28689 -5.25198  0.002
C 0.12915 3.33766 -4.32689  0.001
C -1.09572 3.42507 -3.62775  0.006
N -1.42560 2.47107 -2.69696  0.002
H -4.47311 3.53353 -1.80736  0.000
H -3.89838 5.35716 -3.44785  0.001
H -2.28004 6.27932 -5.07801  0.000
H -0.12343 6.10945 -6.25971  0.000
H 1.39772 4.20838 -5.78687  0.000
H 0.79312 2.50861 -4.12904  0.001
C 3.91292 1.75322 3.56953  0.001
C 3.59733 1.61735 2.10857  0.003
C 2.63765 2.41977 1.50207  0.000
C 2.33635 2.31299 0.15147  0.005
C 1.29965 3.24433 -0.41871  0.022
C 3.04395 1.36980 -0.61702  0.002
C 2.74771 1.12640 -2.01910  0.015
O 1.64021 1.19796 -2.55766  0.024
C 4.06085 0.57942 -0.03370  0.003
C 4.85556 -0.42516 -0.82897  0.000
C 4.29683 0.70249 1.32314  0.000
H 3.19194 2.39068 4.07753  0.000
H 4.90559 2.18717 3.70140  0.000
H 3.92135 0.77903 4.06131  0.000
H 2.11658 3.16143 2.09728  0.000
H 1.30311 4.18269 0.13428  0.001
H 0.29159 2.82443 -0.31370  0.012
H 1.45627 3.46678 -1.47256  0.001
H 3.58683 0.82333 -2.65719  0.000
H 4.21880 -1.20228 -1.25417  0.000
H 5.58360 -0.91567 -0.18700  0.000
H 5.40426 0.04698 -1.64573  0.000
H 5.05571 0.08057 1.78412  0.000
C -1.48966 -0.81204 3.43011  0.000
C -0.21547 -0.91677 4.27083  0.000
C -0.66639 -1.18015 5.71845  0.000
C 0.51561 0.43191 4.28556  0.000
C 0.76348 -2.05520 3.82042  0.000
O 1.77218 -2.16765 4.84551  0.000
C 0.13240 -3.46353 3.66163  0.000
C -0.35293 -4.01719 2.30596  0.000
C -1.73048 -3.59591 1.86364  0.000
C -2.85133 -4.03703 2.56350  0.000
C -4.12552 -3.61969 2.21746  0.000
C -4.28646 -2.74229 1.15522  0.000
Cl -5.87691 -2.19863 0.72819  0.000
C -3.19438 -2.30029 0.43008  0.000
C -1.92849 -2.74746 0.78292  0.000
C 1.73824 -1.70893 2.66851  0.000
N 1.27032 -1.43961 1.30726  0.003
C 0.60887 -0.40478 0.80159  0.011
N 0.57044 -0.50003 -0.51797  0.008
C 1.24919 -1.64888 -0.77707  0.006
N 1.69426 -2.24138 0.29916  0.001
H -2.04285 0.07778 3.73698  0.000
H -2.14176 -1.67052 3.58557  0.000
H -1.32056 -0.73879 2.35910  0.000
H -1.44271 -0.46143 5.98267  0.000
H 0.14831 -1.05141 6.43146  0.000
H -1.09921 -2.17308 5.84993  0.000
H -0.12586 1.18575 4.74466  0.000
H 0.77628 0.79827 3.29011  0.000
H 1.43319 0.36719 4.87122  0.000
H 1.37971 -2.59137 5.61620  0.000
H -0.67874 -3.57007 4.38559  0.000
H 0.92604 -4.13840 3.99125  0.000
H -0.36146 -5.10376 2.42472  0.000
H 0.37411 -3.81827 1.52086  0.000
H -2.72894 -4.71763 3.39893  0.000
H -4.99142 -3.96548 2.76471  0.000
H -3.32540 -1.58957 -0.37392  0.000
H -1.07461 -2.39772 0.21457  0.000
H 2.40850 -2.55816 2.55951  0.000
H 2.33790 -0.85655 2.98408  0.000
H 0.17669 0.38958 1.38172  0.001
H 1.39534 -2.03717 -1.77200  0.000
C -1.67087 -2.63798 -4.39444  0.001
C -1.34914 -1.60085 -5.47023  0.001
C -0.30785 -0.72455 -4.78562  0.005
O -0.54732 -0.85885 -3.36320  0.049
C -1.63231 -1.79401 -3.13798  0.003
H -0.90123 -3.41113 -4.35913  0.000
H -2.63624 -3.11858 -4.53880  0.000
H -2.24000 -1.01851 -5.70944  0.000
H -0.97166 -2.03844 -6.39203  0.000
H -0.38885 0.32953 -5.05628  0.001
H 0.71119 -1.06227 -4.98373  0.000
H -2.55988 -1.23495 -2.99300  0.000
H -1.41104 -2.34392 -2.22423  0.000

=====

ORCA calculation (ωB97M-V/def2-TZVPD) on a structure of composition C40H49BN7OTeTl in a non-equilibrium geometry.

Properties
orbital gap (alpha / beta): 0.306 / 0.215 Eh
spin multiplicity: 2
charge: +1

Each line ends with the Löwdin spin population.
CARTESIAN COORDINATES (ANGSTROEM)
Tl 0.00569 0.04421 -0.25875  0.381
C -2.27544 2.83680 0.75185  0.008
C -2.32684 1.70163 1.71828  0.006
C -3.10515 1.53742 2.86985  0.003
C -2.74686 0.30385 3.39137  0.002
C -3.26670 -0.36949 4.61511  0.001
N -1.80443 -0.22517 2.58339  0.013
N -1.55585 0.63171 1.57825  0.140
B -1.04267 -1.55768 2.74571  0.001
N -1.32237 -2.48858 1.54085  0.005
N -1.00865 -2.12539 0.28173  0.056
C -1.26980 -3.14547 -0.52628  0.002
C -1.05260 -3.06552 -2.00135  0.002
C -1.76196 -4.21211 0.23453  0.001
C -1.77611 -3.75769 1.54381  0.001
C -2.20329 -4.50043 2.76346  0.000
N 0.47942 -1.28217 2.79489  0.004
N 1.10098 -0.47686 1.91310  0.039
C 2.39956 -0.48245 2.19161  0.001
C 3.39003 0.31225 1.41210  0.001
C 2.62687 -1.31568 3.29321  0.001
C 1.38537 -1.81393 3.64537  0.001
C 1.05042 -2.76847 4.73889  0.000
H -2.94395 3.63493 1.06403  0.001
H -2.57490 2.50486 -0.24458  0.002
H -1.26141 3.23606 0.68655  0.002
H -3.82634 2.22932 3.26980  0.000
H -4.02252 0.25826 5.08079  0.000
H -2.46682 -0.54162 5.33542  0.000
H -3.71330 -1.33360 4.37170  0.000
H -1.38346 -2.09066 3.74976  0.000
H -0.33821 -2.27605 -2.24587  0.002
H -1.99091 -2.85053 -2.51676  0.000
H -0.67358 -4.01397 -2.37938  0.000
H -2.06318 -5.18209 -0.12256  0.000
H -2.59370 -5.47259 2.47193  0.000
H -2.97994 -3.96224 3.30652  0.000
H -1.36997 -4.65790 3.44847  0.000
H 2.88598 0.94443 0.67943  0.002
H 4.06852 -0.35763 0.88143  0.000
H 3.98336 0.93695 2.07909  0.000
H 3.57107 -1.52843 3.76470  0.000
H 1.94980 -3.00065 5.30409  0.000
H 0.64180 -3.69677 4.33807  0.000
H 0.31115 -2.34850 5.42122  0.000
C 0.06115 6.30903 -5.85995  0.000
C 0.55896 4.95809 -5.43771  0.000
C 1.00426 4.03412 -6.37499  0.000
C 1.42250 2.76478 -6.00688  0.000
C 1.92424 1.82494 -7.07541  0.002
C 1.38327 2.40513 -4.65028  0.004
Te 2.04196 0.39555 -4.36629  0.020
N 1.72190 0.00957 -2.45762  0.131
C 2.38959 -0.97399 -1.84369  0.010
O 1.97583 -1.43018 -0.76661  0.091
C 3.65526 -1.58006 -2.40743  0.011
C 4.74696 -0.78176 -2.74171  -0.001
C 5.91766 -1.37319 -3.19253  0.001
C 5.99355 -2.75213 -3.32810  -0.001
C 4.90569 -3.54512 -2.99218  0.001
C 3.74268 -2.96372 -2.50957  0.000
C 0.33851 -0.73165 -4.98417  0.001
C 0.59724 -1.92461 -5.67439  0.000
C 1.97828 -2.42380 -6.02793  0.000
C -0.48599 -2.70332 -6.07339  0.000
C -1.79321 -2.33512 -5.80363  0.000
C -2.94994 -3.17914 -6.25423  0.000
C -2.01342 -1.16644 -5.08110  0.001
C -0.97470 -0.35914 -4.64945  0.000
C -1.28562 0.87034 -3.84248  0.009
C 1.02175 3.34226 -3.67499  0.001
C 1.08000 3.09594 -2.19135  0.012
C 0.59816 4.59691 -4.09883  0.001
H 0.27709 6.50050 -6.90901  0.000
H 0.51371 7.09775 -5.25926  0.000
H -1.01914 6.36980 -5.71659  0.000
H 1.03589 4.31087 -7.42193  0.000
H 1.85560 2.29840 -8.05227  0.000
H 1.33980 0.90058 -7.11507  0.000
H 2.97416 1.56960 -6.90956  0.001
H 4.70110 0.29197 -2.59550  0.000
H 6.77210 -0.75270 -3.42844  0.000
H 6.90968 -3.20961 -3.67668  0.000
H 4.96306 -4.62070 -3.09453  0.000
H 2.89869 -3.56765 -2.20205  0.000
H 2.77104 -1.85436 -5.54996  0.000
H 2.13194 -2.38609 -7.10765  0.000
H 2.09289 -3.46172 -5.71609  0.000
H -0.29248 -3.61849 -6.62153  0.000
H -2.62220 -3.97551 -6.91921  0.000
H -3.68902 -2.57172 -6.77707  0.000
H -3.44833 -3.62832 -5.39339  0.000
H -3.03229 -0.87007 -4.85693  0.000
H -2.26851 0.78360 -3.38052  0.001
H -1.29385 1.75544 -4.48070  0.000
H -0.54118 1.00580 -3.06057  0.015
H 1.63218 2.19620 -1.94763  0.005
H 0.07294 3.00966 -1.77441  0.009
H 1.56437 3.94401 -1.70648  0.000
H 0.29719 5.31532 -3.34408  0.000

=====

no.,energy (eV)
1,-112577.0567
2,-99399.4939
3,-67413.0232